Computed, not measured: a structure of composition C30H80Li3O34PS10 in a non-equilibrium geometry, with the ωB97M-V functional and the def2-TZVPD basis.

```
158
Properties=species:S:1:pos:R:3:forces:R:3:mulliken_charge:R:1
S 4.295655 0.475565 1.037570 -0.27 -1.12 -0.39 0.907
S 2.226326 4.043977 1.557796 -1.05 0.10 0.02 1.276
S -1.043790 -2.757908 -3.269250 1.59 -2.06 1.28 1.663
S 0.135454 -1.515874 4.054455 1.10 0.33 -0.53 1.378
S -0.766076 3.240591 -2.838212 0.78 -0.78 1.20 1.579
S -4.810044 0.812159 -5.112305 0.90 0.87 1.09 1.183
S 4.103481 -3.631120 -1.052766 0.42 -0.75 0.36 1.180
S -3.407706 0.558555 5.578385 0.63 0.38 0.17 1.261
S -4.841040 2.709045 1.446935 0.75 -0.33 0.56 1.137
S -3.073690 -6.765502 0.729253 1.33 0.35 -0.01 1.255
P -0.855378 -0.457061 -0.136660 -0.44 -0.08 -2.84 1.019
O -3.887546 -7.023735 -0.425855 0.33 0.22 0.43 -0.632
O -6.168737 3.135534 1.159106 0.37 0.20 -0.25 -0.679
O -0.732014 1.929980 -3.439038 0.10 0.28 -0.43 -0.924
O -2.346908 -2.865449 -2.638332 0.42 0.41 -1.05 -0.923
O 0.996835 5.040762 1.220397 -0.05 -0.84 0.05 -0.106
O -1.500737 -1.840052 0.227425 0.07 -0.59 1.45 -0.668
O -3.512998 -7.128638 2.044756 0.43 0.09 -0.81 -0.622
O -1.722374 -0.178911 -1.433226 0.20 1.14 0.46 -0.857
O -6.096852 1.229219 -4.629862 0.53 -0.46 -0.47 -0.634
O -2.535604 -0.342723 6.585507 -0.61 -0.20 -0.37 -0.222
O 4.608722 -2.344237 -1.482980 -0.30 -1.48 1.07 -0.573
O 5.158757 -4.438431 -0.085674 0.16 1.82 -0.79 -0.329
O -0.452205 -1.525229 -3.705461 -0.66 0.24 -0.34 -0.886
O 4.063604 1.393284 2.135786 0.37 -0.34 -0.65 -0.631
O -1.095045 0.522814 1.011508 0.11 -0.49 0.09 -0.993
O -4.639746 -0.156088 -6.156952 -0.33 0.13 0.25 -0.636
O 0.585344 -0.553188 -0.680837 -0.41 0.16 0.62 -0.075
O 2.839292 3.745047 0.278183 0.18 0.29 0.97 -0.647
O -4.016586 2.166802 -5.532991 0.06 -0.77 0.44 -0.227
O -1.608965 -7.462791 0.500996 -1.39 0.58 0.94 -0.327
O 5.640857 0.826908 0.233510 -0.82 -0.36 1.35 -0.266
O -4.168554 1.525938 6.334201 0.50 -0.78 -0.43 -0.694
O -1.244068 -1.280006 3.703005 0.42 0.03 -0.05 -0.585
O 0.461236 -2.563808 4.991062 -0.31 1.00 -0.59 -0.679
O 3.734783 -4.573912 -2.088607 -0.41 0.53 0.49 -0.604
O -1.046401 -3.818955 -4.471860 -0.96 1.06 1.08 -0.231
O -3.847143 3.943694 1.141749 -1.30 -0.58 -0.07 -0.518
O -4.526934 2.210847 2.766917 -0.06 0.17 -0.76 -0.557
O 4.373863 -0.946226 1.342737 -0.04 1.58 -0.28 -0.544
O 0.763273 -0.066787 4.542186 -0.89 -2.01 0.09 0.088
O 0.170420 4.173645 -3.747043 -1.02 -0.48 0.71 -0.328
O -4.049021 -0.389561 4.705774 0.45 0.71 0.56 -0.576
O -2.039112 3.837449 -2.518320 0.99 0.05 -0.53 -0.653
O 2.943699 4.642105 2.648547 0.19 -0.56 -0.64 -0.734
C 0.153677 -4.056311 -5.224348 -0.05 -0.10 -1.06 -0.063
C -2.074901 1.442301 4.690568 -1.60 -0.11 -0.41 -0.262
C 1.898090 -0.172408 5.411884 0.94 1.97 1.45 -0.274
C -0.242152 -4.377415 -6.657081 0.08 0.26 -0.02 -1.422
C 0.159911 -3.505056 -2.123431 -0.85 -0.42 -1.05 -0.774
C -3.634639 2.302043 -6.886626 -0.23 0.08 -2.10 -0.332
C 2.789784 -3.422416 0.195535 0.67 -0.04 -1.06 -0.117
C 1.301413 6.260736 0.523881 -0.93 0.16 -0.13 -0.496
C 5.100881 -5.863372 -0.048784 -0.48 -0.60 0.27 -0.044
C -1.051435 -0.851382 8.358247 0.04 -0.14 -0.03 -1.198
C 7.392977 2.439998 0.396233 -0.22 0.60 0.23 -1.373
C 1.176388 2.679169 2.110059 0.21 1.11 0.10 0.376
C -2.489432 3.783804 1.501785 1.76 0.63 1.09 1.889
C -2.564290 -5.007572 0.753639 -0.64 -1.14 -0.02 -0.556
C -2.170986 4.744865 2.647849 -0.79 0.91 -0.26 -1.604
C 1.110833 -1.683537 2.546995 -0.77 -0.11 1.09 -0.517
C 0.472000 -7.385985 -0.614975 -0.39 1.29 0.60 -1.086
C -1.041446 -7.379139 -0.797125 0.64 -1.26 -0.76 -0.300
C 3.066387 0.794203 -0.248147 1.14 -0.67 1.10 -0.184
C -1.854706 0.249666 7.689369 0.48 0.14 0.49 0.066
C 0.191415 3.045275 -1.319142 -1.85 0.35 -0.13 0.821
C -4.264576 1.511552 0.224838 -0.81 -0.01 0.34 -0.531
C 0.612327 6.293710 -4.647329 0.01 0.94 -0.04 -1.467
C -3.808507 0.346998 -3.687916 0.09 -0.88 0.04 -0.347
C 1.933999 1.159586 6.183320 -0.26 0.82 -0.83 -1.160
C 6.002961 -6.568152 -1.030980 -0.29 -0.17 -0.21 -1.152
C 5.943883 2.228637 0.045822 0.41 0.18 -1.05 0.186
C -4.833971 2.683988 -7.764333 0.49 0.78 0.22 -1.083
C 0.017906 6.688161 -0.214488 0.74 0.23 0.10 -1.011
C 0.179502 5.592207 -3.386223 0.05 -0.17 -0.21 0.247
Li -2.084170 -0.949349 1.730664 0.11 -0.04 1.24 0.962
Li -0.044123 0.168313 -2.352780 -0.60 -0.28 -0.38 0.883
Li -2.812083 -1.652462 -1.129992 0.50 -0.02 -0.32 0.814
H -1.118550 1.477203 5.197341 -0.13 -0.12 0.18 0.259
H 2.763225 1.239558 6.883627 -0.12 -0.30 0.14 0.445
H -1.716384 -1.679301 8.604268 0.01 -0.02 -0.03 0.362
H 5.705573 -6.348434 -2.055373 0.18 0.05 -0.01 0.299
H 1.136780 -3.315979 -2.561396 0.14 0.33 0.44 0.628
H -0.821994 5.869609 -3.055000 -0.03 0.06 -0.25 0.459
H -4.350062 -0.429920 -3.142587 -0.46 0.27 -0.08 0.324
H -2.195666 -4.695570 -0.219832 -0.32 0.00 -0.11 -0.077
H 3.155290 -0.010512 -0.973165 0.18 0.12 -0.13 0.432
H 0.981394 2.315449 -1.444798 0.43 0.45 -0.09 0.375
H 5.393401 -6.170343 0.958186 -0.05 0.41 0.08 0.385
H -0.064473 -3.132798 -1.127810 0.30 0.44 -0.03 -0.315
H 5.842573 2.335431 -1.040320 -0.33 0.52 0.21 0.246
H -1.148184 4.777518 3.020273 0.05 -0.58 -0.12 0.261
H -0.634130 7.314625 0.388568 -0.19 -0.33 0.15 0.352
H -1.212829 1.056984 7.326412 0.05 0.00 0.02 0.065
H 2.094778 -2.736606 -0.281165 -0.19 0.28 0.36 -0.659
H 7.542165 2.120152 1.427519 0.44 -0.45 -0.24 0.316
H -0.479123 5.793490 -0.587565 -0.32 0.20 0.17 0.128
H 4.046995 -6.134742 -0.166720 0.18 -0.34 -0.16 0.074
H 0.769842 -3.159314 -5.303890 0.03 -0.01 0.58 0.308
H 2.070178 1.986183 5.477901 0.33 -0.15 -0.21 0.210
H 5.881167 -7.641896 -0.868139 -0.03 -0.01 -0.05 0.364
H -3.519239 -4.566219 1.033419 0.22 0.57 -0.09 0.461
H 1.575529 6.957493 1.315634 0.41 0.29 -0.49 0.417
H 0.680084 -4.892966 -4.764996 0.13 0.17 0.11 0.288
H -3.146458 1.433478 -7.340609 -0.37 -0.53 0.66 0.297
H -2.884066 4.513664 3.441653 0.25 0.06 0.21 0.460
H 0.987793 1.467114 6.634612 0.02 -0.70 0.45 0.172
H -3.655623 0.782626 0.751058 0.37 0.33 -0.18 -0.064
H -0.775142 -3.535860 -7.101091 0.09 0.10 0.08 0.336
H 1.723183 2.004875 2.757233 0.36 -0.16 -0.31 0.200
H -3.764889 2.030219 -0.587809 0.23 -0.09 0.10 0.030
H 0.018483 -4.588507 -2.139341 -0.24 0.05 -0.05 0.354
H 0.990949 -7.169190 -1.548050 0.07 -0.47 -0.05 0.394
H -0.562274 2.620345 -0.644845 0.06 -0.25 -0.05 -0.847
H 1.070350 -0.722468 2.043322 0.01 -0.02 -0.12 -0.496
H 0.724055 2.225766 1.231083 0.00 -0.20 0.20 -0.949
H 2.319158 -4.378550 0.417352 0.12 -0.12 -0.24 0.354
H 0.844882 5.724667 -2.529866 0.20 -0.04 -0.28 -0.064
H -4.454074 2.953737 -8.752800 -0.15 -0.36 -0.13 0.384
H 2.065823 6.070788 -0.230274 0.35 0.10 0.35 0.357
H 7.992529 1.974404 -0.382799 0.37 -0.37 0.55 0.315
H 0.599376 -2.452773 1.970746 0.28 -0.06 -0.15 0.229
H 7.056171 -6.348572 -0.864229 -0.04 0.24 -0.05 0.300
H 1.661598 6.150371 -4.900666 -0.08 -0.51 -0.01 0.325
H -1.391882 -6.526646 -1.384985 -0.03 0.09 0.27 0.328
H 2.109212 -1.944221 2.889610 0.07 -0.06 -0.29 0.561
H -5.294254 3.602486 -7.393419 -0.02 -0.08 0.20 0.270
H -0.882170 -5.246347 -6.795931 0.20 -0.18 0.28 0.339
H 1.881914 -0.975113 6.145148 -0.50 -0.37 -0.46 0.561
H 0.398576 4.023007 -0.888626 0.67 -0.24 -0.23 -0.584
H -2.366552 5.779272 2.347360 -0.17 -0.06 -0.07 0.322
H 0.828367 -8.256755 -0.071292 -0.02 -0.27 -0.42 0.433
H -5.144390 0.997794 -0.163963 -0.11 0.18 0.03 0.610
H 3.275391 -3.032421 1.084083 -0.04 0.31 -0.16 0.508
H -2.508310 2.422645 4.498480 0.21 0.09 0.16 0.318
H 0.424061 3.170600 2.728077 -0.11 -0.06 -0.15 0.213
H -0.247456 -1.238757 7.731471 -0.10 0.03 -0.16 0.172
H -0.598455 -0.510234 9.289602 -0.08 0.20 -0.02 0.400
H -2.886346 -0.169310 -3.954241 0.03 0.41 -0.58 0.061
H -2.535101 0.680580 8.424593 -0.33 0.00 -0.30 0.357
H -2.837552 3.036907 -7.018623 -0.30 0.45 0.85 0.383
H -3.539082 1.149968 -3.008380 -0.32 0.31 -0.28 -0.082
H -0.044295 6.002866 -5.464897 0.17 -0.17 -0.08 0.345
H 0.522943 7.381567 -4.574921 -0.21 -0.05 0.33 0.412
H 3.335605 1.785768 -0.599967 -0.45 -0.04 -0.18 0.479
H 2.845905 -0.185861 4.868117 -0.25 -0.47 -0.44 0.203
H 5.277910 2.893905 0.594015 -0.14 -0.26 -0.02 0.132
H -1.899076 4.021474 0.614590 -0.02 -0.22 0.01 -0.456
H -2.021523 0.925807 3.738084 0.37 0.03 0.03 -0.379
H 7.653721 3.501252 0.401056 -0.24 0.06 -0.20 0.400
H 2.104009 0.682213 0.239738 -0.12 0.33 -0.17 -0.597
H 0.703081 -4.495097 -7.190573 -0.16 -0.20 -0.22 0.407
H -2.207253 2.815514 1.923415 -0.47 -0.43 -0.77 -0.301
H 0.293600 7.286627 -1.085841 0.01 0.05 0.08 0.367
H -1.342099 -8.291235 -1.324425 -0.10 0.25 -0.16 0.303
H -1.786571 -4.831912 1.490672 -0.20 -0.21 0.24 0.297
H -5.608102 1.922630 -7.812098 0.17 -0.18 -0.10 0.322
H 0.696766 -6.542586 0.050497 0.11 0.03 -0.06 0.149
```
Forces are in eV/Å.

Properties
HOMO level: -9.7 eV
Energy relative to the best compared isomer or geometry (same formula, charge and spin): 87.1 kJ/mol
Largest force on an atom: 2.90 eV/A
LUMO: -0.2 eV